Entry 1:
The following is a DFT calculation (ωB97M-V with the def2-TZVPD basis set) of a cluster of 6 separate species, C13H35F6NO14PS4 in total.

The geometry in XYZ format:
```
74
Properties=species:S:1:pos:R:3:forces:R:3:mulliken_charge:R:1
S -2.297 5.375 0.601 1.213 1.140 -0.433 1.239
S 5.656 0.899 -3.646 -0.437 0.099 -0.208 1.127
S -2.925 -4.751 -0.637 0.359 -0.025 0.230 1.214
S 1.633 -2.510 4.882 -1.693 0.248 -0.268 1.180
P -0.374 0.048 0.361 1.699 -0.792 0.012 1.530
F -2.003 -0.023 0.269 0.725 0.357 0.090 -0.490
F -0.237 -0.686 -1.066 -0.589 0.268 -0.826 -0.454
F -0.395 0.679 1.831 -0.616 0.146 0.440 -0.447
F -0.297 1.520 -0.274 -0.895 0.006 -0.417 -0.410
F 1.265 0.080 0.413 -0.116 -0.293 0.268 -0.392
F -0.349 -1.457 1.025 -0.149 0.269 0.363 -0.333
O -2.967 4.396 1.621 0.160 -0.543 0.277 -0.379
O -0.344 2.084 -3.457 1.412 0.895 -0.413 -0.515
O 4.708 0.319 -4.573 0.909 0.590 1.044 -0.599
O 2.319 -1.242 4.882 0.181 -0.920 0.473 -0.634
O -2.466 2.169 -3.268 -0.893 0.852 -0.200 -0.559
O -3.365 -3.651 -1.772 -0.800 -1.258 1.335 -0.327
O 6.939 0.264 -3.430 -0.878 0.601 -0.084 -0.621
O 1.901 -3.596 5.790 0.364 0.838 -0.748 -0.627
O 0.060 -2.222 5.123 1.233 -0.081 -0.102 -0.358
O -2.332 -5.926 -1.242 -0.156 1.205 -0.052 -0.653
O -0.911 5.643 0.974 -1.617 -0.224 -0.240 -0.644
O 4.885 1.090 -2.242 0.411 -0.539 -1.086 -0.210
O -3.241 6.476 0.528 0.940 -1.032 -0.302 -0.664
O -4.054 -4.972 0.224 0.263 0.574 -0.711 -0.638
N -1.440 1.670 -3.662 -0.926 -1.938 1.171 0.969
C 5.103 0.237 0.030 0.262 -0.084 0.528 -1.056
C 1.549 -3.031 3.190 0.519 -0.719 -0.629 -0.747
C -0.500 -1.007 4.595 -1.245 0.314 -0.381 0.281
C -2.455 -3.207 -2.759 0.968 -0.373 -0.764 0.562
C 5.875 2.645 -4.091 0.374 -1.073 -0.538 -0.894
C -2.206 4.383 -0.920 -0.862 -0.039 1.562 -0.771
C -2.396 3.062 1.758 -0.438 -0.831 -0.054 -0.125
C -3.262 -2.858 -3.999 0.117 0.521 0.366 -1.507
C -1.685 -3.746 0.187 -0.320 -0.888 -0.848 -0.843
C -1.544 0.272 -4.172 0.380 -0.364 -0.697 -0.562
C 5.645 1.184 -1.029 0.636 0.704 0.831 -0.261
C -2.601 2.580 3.177 0.378 0.554 0.187 -0.849
C -1.826 -0.903 5.351 0.750 0.797 0.741 -1.216
H -1.561 -0.801 6.408 -0.118 -0.209 0.076 0.345
H -3.948 -2.046 -3.751 -0.218 -0.164 -0.073 0.333
H 0.762 -3.754 2.982 -0.276 0.174 0.539 0.210
H 6.553 2.681 -4.945 0.060 -0.190 0.052 0.345
H -3.150 3.839 -0.970 -0.205 0.416 -0.475 0.342
H -2.187 -2.929 0.690 0.081 0.048 -0.012 0.332
H 5.574 2.213 -0.662 -0.632 0.035 -0.142 0.314
H -2.379 0.012 5.139 -0.061 -0.148 -0.457 0.286
H -1.859 -2.385 -2.350 -0.261 0.166 -0.156 -0.186
H 4.910 2.994 -4.444 -0.090 0.220 0.484 0.314
H -0.678 -1.038 3.519 0.096 -0.613 -0.043 -0.069
H -3.804 -3.734 -4.345 -0.094 0.042 -0.002 0.408
H 0.161 -0.148 4.705 0.039 -0.114 0.599 0.394
H -1.081 -4.372 0.838 -0.200 -0.028 0.161 0.335
H 1.414 -2.167 2.542 -0.007 0.115 0.181 0.132
H -2.963 2.409 1.091 0.028 0.059 -0.135 0.233
H 5.641 -0.699 0.192 0.055 -0.106 -0.754 0.288
H -2.445 -1.789 5.251 -0.010 0.016 -0.279 0.302
H 6.341 3.173 -3.266 -0.330 0.111 0.125 0.304
H -1.059 -3.416 -0.640 0.162 0.344 0.287 0.237
H 6.720 1.128 -1.216 -0.116 -0.757 -0.204 0.433
H -2.305 3.367 3.874 -0.117 0.036 0.006 0.348
H -2.625 -2.488 -4.805 0.152 -0.165 0.063 0.382
H -1.745 -4.003 -3.022 -0.132 -0.063 0.181 0.360
H 4.052 0.024 -0.154 -0.032 0.063 0.052 0.177
H -3.641 2.314 3.353 0.019 -0.045 0.084 0.340
H -1.939 1.741 3.381 -0.179 -0.193 -0.181 -0.071
H 5.199 0.697 1.017 -0.271 0.307 -0.106 0.349
H -2.022 5.070 -1.734 0.122 -0.222 -0.175 0.475
H 2.461 -3.560 2.901 0.227 0.338 0.253 0.490
H -1.185 -0.384 -3.381 0.174 0.241 0.124 0.048
H -1.361 2.989 1.434 0.106 0.503 0.218 0.408
H -0.887 0.203 -5.035 0.067 -0.088 0.053 0.309
H -1.479 3.594 -0.736 0.491 0.400 -0.334 0.143
H -2.553 -0.023 -4.434 -0.151 0.511 0.075 0.291
```
Forces are in eV/Å.

Results
- Highest occupied orbital energy: -8.570 eV
- Net charge: -1
- LUMO energy: 2.15 eV
- Kohn-Sham gap: 10.7 eV

Entry 2:
The following is a DFT calculation (ωB97M-V with the def2-TZVPD basis set) of a structure of composition C13H35NO11S4Si2.

The geometry in XYZ format:
```
66
Properties=species:S:1:pos:R:3:forces:R:3:mulliken_charge:R:1
S 3.408 1.026 1.399 -0.287 0.069 -0.567 1.201
S 3.891 6.825 1.692 0.508 0.057 0.019 1.197
S -3.116 1.984 -1.357 -2.773 -3.454 3.761 -0.110
S -1.186 -6.413 -2.446 -0.209 -0.510 -0.140 1.193
Si -4.897 -1.427 -0.793 -0.127 -1.710 -0.978 0.568
Si -7.552 -1.944 0.310 0.254 -0.904 -2.259 0.523
O 3.907 7.072 3.119 -0.401 -0.131 -1.216 -0.621
O -6.441 -2.223 -1.059 0.717 2.148 3.280 -0.371
O 2.547 0.078 2.071 0.593 1.040 -0.260 -0.627
O 4.694 8.030 0.945 -0.102 -1.267 0.271 -0.273
O -1.878 -1.411 -1.667 -0.373 -1.792 -0.024 -0.482
O 0.214 -6.480 -2.806 -1.005 0.117 0.681 -0.660
O 4.017 2.140 2.095 -0.588 -0.852 -0.234 -0.587
O 2.645 1.592 0.075 1.218 -0.870 0.625 -0.286
O -1.653 -5.636 -1.318 0.661 -0.508 -0.750 -0.541
O -1.774 -7.928 -2.315 0.033 1.321 -0.732 -0.271
O 2.664 6.559 0.972 0.661 0.515 0.731 -0.622
N -4.983 0.058 0.218 6.646 5.289 -3.622 -0.381
C 1.425 3.571 0.773 0.177 0.060 0.213 -0.935
C -1.247 -1.592 0.850 -0.841 0.032 -0.601 -0.735
C 4.018 9.255 0.704 -0.517 1.041 0.029 -0.321
C 3.939 10.100 1.962 -0.143 -0.032 0.338 -0.980
C -2.016 -2.247 -0.464 0.795 -1.730 0.729 0.628
C 1.351 2.158 0.224 -1.133 0.745 0.249 -0.209
C -1.113 -8.844 -1.455 0.486 -0.698 0.934 -0.348
C -3.588 -2.671 -0.121 0.846 -1.298 0.055 -0.590
C -4.021 0.913 -0.336 -4.088 -2.150 -0.180 0.236
C -1.465 -8.592 -0.001 0.022 0.281 0.229 -0.962
C 4.686 0.130 0.551 -0.034 0.037 -0.161 -0.952
C 5.051 5.530 1.335 0.080 0.109 -0.068 -0.837
C -2.119 -5.937 -3.879 -0.113 -0.167 -0.007 -0.946
H 4.928 10.210 2.418 -0.105 0.024 -0.146 0.259
H -3.182 -6.065 -3.668 0.173 -0.001 0.028 0.322
H -1.450 -9.847 -1.735 -0.075 0.308 -0.262 0.268
H 0.717 1.523 0.851 0.203 -0.061 -0.040 0.177
H -0.762 -0.559 0.564 -0.904 -2.154 0.602 -0.064
H -0.440 -2.358 1.227 -1.581 1.711 -0.699 0.320
H -4.416 -0.996 -2.123 -0.378 -0.106 0.036 -0.147
H 3.021 9.075 0.286 0.117 -0.155 0.068 0.308
H 4.593 9.795 -0.054 0.079 -0.385 0.049 0.269
H -2.072 -1.432 1.677 1.880 -0.188 -1.507 0.244
H 4.229 -0.679 -0.021 0.004 0.157 0.102 0.320
H -1.057 -7.637 0.343 -0.031 -0.136 -0.036 0.272
H 2.122 4.179 0.188 -0.215 -0.079 0.030 0.212
H -1.972 -2.035 -2.457 0.157 1.330 1.702 0.279
H 0.897 2.186 -0.772 0.320 -0.252 0.051 0.291
H -1.905 -4.887 -4.088 0.084 -0.150 0.148 0.342
H 5.224 0.817 -0.105 -0.126 -0.060 0.119 0.313
H 1.784 3.572 1.806 -0.084 0.018 -0.108 0.250
H 3.538 11.093 1.736 0.074 -0.114 -0.055 0.386
H -8.776 -2.717 -0.022 0.267 -0.035 0.057 -0.165
H 0.439 4.045 0.757 0.122 -0.078 -0.061 0.435
H -2.551 -8.546 0.133 0.143 -0.101 -0.052 0.260
H -7.016 -2.387 1.593 0.371 -0.147 0.167 -0.118
H 4.707 4.622 1.833 -0.114 0.137 -0.007 0.259
H -1.060 -9.382 0.638 -0.050 0.040 -0.141 0.385
H -3.765 -3.701 -0.695 0.184 2.110 1.194 0.070
H -7.980 -0.558 0.440 0.167 0.405 -0.092 -0.103
H -1.447 -3.268 -0.706 -1.339 2.169 0.651 -0.039
H -1.812 -6.558 -4.723 -0.011 0.067 0.173 0.348
H -3.685 -2.916 1.026 0.190 0.497 -2.242 0.468
H 3.289 9.635 2.708 0.074 0.067 -0.109 0.291
H 6.032 5.817 1.719 -0.185 0.031 -0.035 0.384
H -0.029 -8.813 -1.610 -0.133 0.135 -0.098 0.321
H 5.086 5.375 0.255 -0.044 0.079 0.147 0.312
H 5.367 -0.278 1.301 -0.194 0.130 0.018 0.374
```
Forces are in eV/Å.

Results
- Energy relative to the best compared isomer or geometry (same formula, charge and spin): 317.3 kJ/mol
- Highest occupied orbital energy: -9.507 eV
- LUMO energy: -0.42 eV
- Kohn-Sham gap: 9.1 eV

Entry 3:
The following is a DFT calculation (ωB97M-V with the def2-TZVPD basis set) of a structure of composition C13H36AlB3Br3Cl2F2KN4O9P.

The geometry in XYZ format:
```
75
Properties=species:S:1:pos:R:3:forces:R:3:mulliken_charge:R:1
Br 8.908 -1.587 2.665 0.148 -0.014 0.058 -0.118
Br 6.129 -0.015 3.251 3.615 -0.363 1.832 0.376
Br 8.951 1.292 4.085 -0.040 -0.143 -0.050 -0.077
K 4.135 3.126 -1.424 0.861 1.095 -1.505 0.957
Cl 6.287 5.560 -5.660 -0.320 0.665 0.777 -0.183
Cl 7.244 3.261 -3.372 -0.253 -0.189 0.677 -0.243
P -5.149 -2.643 -0.851 -4.717 1.941 5.344 0.909
Al 1.065 0.780 -4.016 0.109 -0.020 -0.544 0.582
F 4.212 0.559 4.049 -1.562 0.765 1.095 -0.673
F 6.934 4.021 -7.585 0.322 -0.749 -0.423 -0.889
O 0.922 4.217 5.515 0.413 -0.789 -0.815 -0.552
O -0.048 0.496 1.769 0.647 -0.033 -3.366 -0.430
O -1.581 -0.833 4.214 -0.100 -0.091 0.102 -0.796
O 1.405 1.061 -0.181 -1.331 -1.092 -0.680 -0.017
O 2.003 5.960 6.195 -0.461 -0.093 -0.479 -0.586
O 1.974 4.196 7.410 -0.284 -0.134 -0.328 -0.548
O 2.311 2.293 4.968 -0.010 0.911 0.108 -0.352
O -0.965 0.627 -0.566 2.010 -0.693 0.302 -0.447
O -4.087 -2.729 0.239 2.230 -0.881 -3.349 -0.821
N 1.652 4.794 6.392 1.040 0.447 1.393 1.049
N -6.198 -2.717 -2.304 2.424 -1.105 -1.988 -0.006
N -5.463 -0.964 -0.659 0.330 0.706 0.259 0.202
N -6.298 -3.615 0.016 -1.000 -0.354 0.207 0.176
C -4.401 -0.119 -1.188 0.428 -0.296 0.082 -1.156
C -5.761 -4.933 0.356 0.202 -0.024 -0.325 -1.162
C -7.548 -3.260 -2.312 -0.258 -0.399 0.514 -0.879
C -6.736 -0.296 -0.819 -0.357 -0.277 -0.513 -0.867
C 7.961 -0.354 3.839 -0.017 -0.091 -0.491 -0.470
C 7.939 5.004 -5.362 0.113 0.292 0.015 -0.489
C 4.364 1.633 0.821 0.142 -0.673 0.669 -1.783
C 7.970 3.554 -4.988 0.281 -0.177 -0.836 -0.481
C 3.965 -0.942 0.510 0.719 0.812 0.414 -1.208
C 3.855 0.305 1.465 0.101 -0.435 0.176 1.277
C 2.470 0.455 2.168 -0.239 0.619 -1.112 -0.911
C -5.458 -3.281 -3.447 0.098 0.341 -0.144 -1.104
C -6.971 -3.061 1.186 0.083 0.462 0.042 -1.090
B 1.238 0.668 1.201 0.868 0.260 2.296 0.405
B -1.018 0.233 0.815 -1.396 0.151 1.458 0.709
B 0.336 0.728 -0.980 -0.503 1.061 1.247 0.368
H -1.180 -0.363 3.482 0.175 0.142 -0.084 0.317
H 7.430 2.955 -5.720 -0.139 0.320 -0.110 0.339
H 4.420 -1.768 1.102 -0.673 0.270 -0.485 0.345
H -1.993 -0.342 1.173 0.007 0.106 -0.200 -0.101
H -4.447 0.891 -0.774 -0.172 -0.048 0.015 0.362
H 4.611 0.104 2.295 -2.897 0.463 -2.335 -0.062
H -6.282 -2.547 1.866 -0.036 -0.001 0.053 0.336
H -6.574 -5.631 0.575 -0.079 0.129 -0.019 0.360
H -7.017 -0.163 -1.874 -0.046 -0.003 -0.028 0.313
H 5.301 1.376 0.231 -0.984 0.538 0.415 0.657
H -7.574 -4.341 -2.143 -0.088 0.019 0.029 0.283
H -7.479 -3.847 1.750 0.179 -0.155 -0.138 0.379
H -8.184 -2.773 -1.576 0.176 -0.078 0.137 0.250
H -5.200 -5.350 -0.487 0.029 0.014 0.045 0.356
H 3.006 -1.240 0.042 0.509 0.013 0.211 0.146
H -6.693 0.696 -0.362 0.234 -0.055 0.018 0.365
H 8.497 5.149 -6.284 -0.258 -0.260 -0.131 0.298
H -5.994 -3.123 -4.386 -0.064 -0.013 0.075 0.374
H -5.277 -4.355 -3.321 -0.034 -0.037 -0.189 0.353
H -7.548 -0.813 -0.314 0.069 -0.160 -0.068 0.179
H 0.534 0.556 -2.171 -0.004 0.013 0.111 -0.176
H -3.420 -0.517 -0.927 -0.090 -0.092 0.055 0.235
H 4.728 -0.701 -0.267 -0.618 -0.339 0.216 0.321
H -4.486 -2.785 -3.547 0.007 -0.036 0.062 0.342
H -5.089 -4.896 1.220 0.067 -0.015 -0.065 0.344
H -8.009 -3.061 -3.286 0.356 0.136 -0.121 0.390
H 7.899 -0.832 4.809 0.043 0.035 -0.101 0.348
H -4.458 -0.051 -2.287 -0.036 0.197 -0.055 0.345
H 8.999 3.196 -4.941 -0.037 0.051 0.234 0.294
H 8.379 5.638 -4.588 -0.138 -0.097 0.122 0.377
H -7.761 -2.368 0.892 0.078 0.094 -0.006 0.252
H 1.353 2.424 4.860 -0.401 -0.618 -0.071 0.403
H 2.492 1.362 2.852 0.054 -1.047 -0.469 0.093
H 3.583 2.152 0.207 0.348 -1.290 1.622 0.224
H 4.655 2.303 1.662 -0.193 -0.235 -0.613 0.425
H 2.229 -0.410 2.825 0.321 0.627 -0.254 0.264
```
Forces are in eV/Å.

Results
- Highest occupied orbital energy: -4.452 eV
- Net charge: -1
- LUMO energy: -2.77 eV
- Kohn-Sham gap: 1.7 eV